Computed, not measured: a molecular structure, C4H3AlFO6 at a distorted geometry, with ωB97M-V with the def2-TZVPD basis set.

Values from the calculation:
⟨S²⟩   0.75
Multiplicity   2
Net charge   +2
Gap between HOMO and LUMO (alpha / beta)   6.90 / 4.41 eV

Last column: Löwdin spin population.
Geometry (Å):
C: 1.67 -0.44 0.20  0.001
C: 2.22 -0.54 1.60  0.006
O: 1.48 0.16 2.60  0.022
C: 0.29 -0.17 2.98  0.053
O: -0.57 -0.82 2.39  0.037
O: -0.03 0.31 4.14  0.877
O: 0.53 -0.21 -0.12  0.001
F: 2.62 -0.32 -0.68  0.001
H: 3.23 -0.12 1.64  0.000
H: 2.28 -1.62 1.85  0.000
O: -2.44 -3.66 -1.34  0.001
C: -1.63 -2.79 -1.06  0.000
O: -1.86 -1.76 -0.33  0.001
Al: -1.03 -0.80 0.63  0.002
H: -0.52 -2.90 -1.37  0.000